96
Properties=species:S:1:pos:R:3:forces:R:3 method="wB97M-V/def2-TZVPD" charge=0 orbital_gap_ev=10.6 smiles=ClCCl.ClCCl.ClCCl.CCO.CCO.CCO.CCO.CCO.CCO.CCO.CCO.CCO de_lowest_kcal_mol=33.6 multiplicity=1 fmax_ev_per_a=3.34
C -2.301498 4.834578 0.370743 2.24 1.93 1.56
C -1.520217 4.135745 1.480348 2.32 -0.36 -2.16
O -0.980132 2.859086 1.002691 -0.70 -0.21 -0.13
H -2.325452 5.914150 0.633599 -0.38 -0.50 -0.11
H -3.264626 4.467504 0.270600 -1.85 -0.75 -0.32
H -1.750211 4.807406 -0.535205 0.40 -0.28 -1.03
H -2.192554 3.910381 2.236652 -0.83 -0.05 2.06
H -0.569466 4.694787 1.788762 -1.71 -0.53 -0.14
H -1.621536 2.129295 1.172925 0.30 0.56 0.10
C 5.926710 2.298971 2.749757 0.57 0.08 -0.94
C 5.500576 2.856530 1.375262 -0.23 1.08 0.83
O 4.952357 1.799480 0.611336 0.36 0.39 0.01
H 6.554703 1.441698 2.551671 0.53 -0.15 0.16
H 5.126937 1.926537 3.335086 -1.42 -0.49 0.07
H 6.382730 2.970105 3.461997 0.68 0.58 -0.34
H 6.302664 3.399978 0.812775 -0.20 -0.83 0.52
H 4.755138 3.657102 1.552584 0.02 -0.40 -0.16
H 4.032368 2.011082 0.377288 0.00 -0.32 0.00
C 0.864145 -6.051473 -1.511641 1.99 1.27 0.71
C 1.550736 -4.760758 -1.959748 2.61 -0.56 1.14
O 1.938671 -3.860548 -0.896619 -1.63 -0.33 0.70
H 1.616229 -6.596819 -0.906474 -0.70 -0.39 -0.67
H 0.424614 -6.511745 -2.371181 0.05 -0.84 -0.33
H 0.083516 -5.759351 -0.845951 -0.85 0.10 0.55
H 0.972240 -4.269445 -2.643279 -1.93 1.52 -1.74
H 2.528351 -4.862092 -2.475790 -0.57 -0.74 0.16
H 1.140284 -3.743324 -0.322273 1.02 0.04 -0.56
C -3.980889 -2.757630 0.787387 2.75 -1.22 -0.54
C -3.296371 -2.301010 -0.529010 0.66 -0.06 -1.21
O -2.930970 -0.894299 -0.505015 0.12 -0.80 0.49
H -4.832052 -2.185388 1.062410 -0.51 0.80 0.27
H -3.163157 -2.792945 1.589702 -1.48 0.17 -0.81
H -4.327455 -3.801246 0.629826 0.27 0.54 0.15
H -3.956005 -2.432108 -1.406456 -0.12 -0.02 0.46
H -2.367793 -2.921179 -0.837970 -1.27 0.77 1.05
H -2.528411 -0.637891 -1.378012 -0.75 -0.60 0.44
C 4.217828 -2.197589 1.725413 -1.97 -1.77 0.80
C 4.705196 -2.193495 0.330171 -0.91 0.38 -0.70
O 4.518699 -0.927334 -0.282560 0.11 0.52 -0.33
H 4.635630 -1.489422 2.388508 0.75 0.95 0.54
H 4.385924 -3.210602 2.157208 -0.09 0.57 -0.13
H 3.099490 -2.043683 1.745334 1.02 -0.11 -0.09
H 4.115163 -2.919967 -0.226408 0.11 0.02 -0.20
H 5.732730 -2.422817 0.231955 1.23 -0.65 0.13
H 5.235802 -0.357201 0.037182 -0.47 0.24 -0.11
C -4.816119 1.988530 2.464174 -2.21 0.76 -0.02
C -4.219399 1.406665 1.208973 -0.68 2.24 -0.77
O -3.062347 0.778896 1.541516 2.21 -0.64 1.35
H -5.736750 2.577893 2.174358 0.96 -0.35 0.31
H -4.180631 2.640302 3.077096 0.22 -0.12 -0.55
H -5.204110 1.236586 3.139147 0.09 -0.48 0.14
H -3.942129 2.309337 0.566764 -0.70 -1.03 0.11
H -4.880677 0.711633 0.657245 0.00 0.58 0.26
H -2.881960 0.083542 0.910061 0.22 -0.78 -0.93
C -4.339788 1.129564 -3.131042 -0.43 -0.48 0.03
C -3.169296 0.438472 -3.831659 -0.05 0.38 -0.85
O -2.248625 -0.281612 -2.970403 0.12 2.50 0.20
H -5.016435 1.623580 -3.928157 1.21 -0.39 1.58
H -3.920927 1.757890 -2.321305 -0.40 0.47 -0.78
H -4.937349 0.407231 -2.558366 -0.09 -0.06 -0.39
H -2.655531 1.262471 -4.388391 0.15 -0.79 0.41
H -3.528859 -0.262369 -4.598902 0.13 0.03 0.37
H -1.772078 0.496059 -2.514015 -0.09 -1.20 -0.85
C 1.093458 1.658633 -3.146389 0.90 0.43 0.91
C 0.272804 2.684110 -2.372258 0.05 1.00 -0.33
O -0.851234 1.934060 -1.899840 -1.05 1.26 2.31
H 1.640454 1.062819 -2.395691 -0.48 -0.06 -0.39
H 1.882359 2.085004 -3.769257 -0.28 0.21 -0.19
H 0.418615 1.039217 -3.723153 0.01 -0.12 -0.23
H -0.076542 3.563814 -3.015551 0.33 -1.17 0.61
H 0.795138 3.142357 -1.486141 -0.19 -0.64 -0.89
H -1.114971 2.348509 -1.001696 0.55 -0.94 -1.71
C 0.722396 -0.431498 0.073657 1.98 -0.05 1.16
C 1.614173 0.628752 0.736459 -0.69 1.30 -1.72
O 2.504972 1.257939 -0.241217 -0.37 -0.60 0.24
H 0.112884 -0.149068 -0.719656 -0.74 1.06 -1.51
H 0.076254 -0.875021 0.772116 -1.02 -0.46 1.38
H 1.347082 -1.252582 -0.228957 0.48 -0.43 -0.50
H 2.200538 0.196997 1.525054 0.27 -0.20 0.52
H 1.031425 1.500488 1.084619 0.17 -0.66 0.18
H 3.085344 0.563250 -0.600849 -0.09 -0.09 0.26
C -0.733869 -2.443763 3.079324 0.83 0.33 -0.70
Cl -0.376505 -3.776399 1.976745 0.36 -0.51 0.15
Cl -1.609775 -2.877814 4.487774 -0.62 -0.26 0.60
H 0.130164 -1.877998 3.366545 0.87 -0.40 0.23
H -1.224594 -1.775075 2.432837 -1.41 0.88 -0.33
C -1.394549 1.184787 4.268149 -0.01 -0.32 -0.08
Cl -1.792968 2.710891 5.102123 0.23 -0.47 -0.36
Cl 0.351560 0.894661 4.040023 -0.24 0.36 -0.05
H -1.721262 0.350731 4.857172 -0.24 -0.10 0.63
H -1.918573 1.097929 3.318507 0.25 0.51 -0.06
C 2.166206 -1.882704 -4.042821 0.29 -1.55 1.00
Cl 2.993578 -3.042865 -5.113718 0.05 -0.57 0.04
Cl 0.452597 -1.795244 -4.459507 0.26 0.30 0.25
H 2.295329 -2.213931 -2.966974 -0.27 0.43 -1.34
H 2.749933 -1.028714 -4.270094 -0.31 1.36 0.20

=====

113
Properties=species:S:1:pos:R:3:forces:R:3 method="wB97M-V/def2-TZVPD" charge=0 orbital_gap_ev=7.9 multiplicity=1 fmax_ev_per_a=7.50
C -2.389073 3.423199 0.946115 0.15 -0.30 0.57
O -1.160693 4.098344 0.730105 -0.56 0.10 -0.25
C -1.178043 5.086762 -0.281858 0.77 0.09 -0.01
C -0.813615 6.439778 0.313692 -0.25 -0.35 -0.30
C -0.998576 7.593512 -0.666674 0.55 0.32 0.36
C -0.860898 8.957290 0.031865 -0.18 -0.47 -0.41
O -2.121045 9.647106 0.185088 -0.07 0.04 -0.06
S -2.997953 9.090908 1.421865 -0.07 -0.16 0.29
O -2.999139 10.097792 2.445374 0.08 0.25 0.14
O -4.448158 9.260614 0.683869 0.19 0.02 -1.05
P -5.214425 7.808705 0.385546 -0.49 -1.25 1.64
C -6.832658 8.378281 -0.188306 0.11 -0.09 -0.28
O -4.519627 7.161009 -0.953329 -0.03 0.82 -0.58
H -3.184099 3.748133 0.276403 0.06 -0.03 -0.20
H -2.214669 2.350980 0.858034 -0.15 -0.08 -0.26
H -2.739870 3.582596 1.968667 0.04 0.20 0.06
H -0.407749 4.807291 -1.008376 -0.06 0.02 -0.18
H -2.121488 5.131530 -0.831247 -0.20 -0.07 0.19
H 0.237086 6.383802 0.600158 0.02 0.10 0.24
H -1.402092 6.572273 1.221405 -0.09 0.13 0.02
H -0.184641 7.563924 -1.393381 -0.11 -0.21 -0.23
H -1.939649 7.541040 -1.210462 -0.10 0.04 0.02
H -0.252475 9.609756 -0.583637 -0.03 0.30 0.15
H -0.385357 8.814168 1.002652 0.09 0.22 0.08
H -7.204545 9.200946 0.416604 0.08 0.18 -0.07
H -7.480500 7.520145 -0.003527 -0.05 -0.07 -0.04
H -6.871046 8.574013 -1.258444 0.07 0.31 -0.01
H -4.547274 6.203773 -0.872893 0.10 -0.11 0.10
C 0.057806 1.940276 2.818011 -0.20 0.24 -0.05
O 1.051005 0.929189 2.992402 2.60 -1.21 0.85
P 0.478489 -0.615003 2.984205 -7.15 1.54 -1.67
O -0.549243 -0.405072 1.913684 0.45 0.07 -0.36
O -0.147993 -0.574724 4.482570 1.13 -0.26 0.30
C 0.677804 -0.170367 5.586574 -0.08 0.10 0.07
O 0.336316 -2.265491 2.820253 2.95 0.15 0.98
C 0.349020 -3.154603 3.949126 0.21 -0.31 -0.10
H 0.494375 2.876317 3.169092 0.20 -0.11 0.03
H -0.202062 2.042880 1.771887 -0.01 -0.10 -0.01
H -0.834338 1.723361 3.406783 -0.02 -0.06 -0.07
H 0.368676 0.819538 5.920865 0.01 0.01 -0.01
H 1.734419 -0.133120 5.321310 0.00 0.04 -0.02
H 0.535600 -0.884632 6.397304 -0.05 -0.02 -0.04
H -0.578447 -3.047461 4.508440 0.02 0.14 0.02
H 1.204061 -2.976878 4.600578 -0.03 0.00 0.05
H 0.420126 -4.167580 3.556966 0.06 0.05 -0.08
C 3.060993 -8.880625 1.076276 0.12 -0.27 0.03
O 3.370592 -7.484267 1.176274 1.10 1.54 0.69
P 2.115484 -6.525653 1.405439 -3.45 -1.23 -1.79
O 1.168341 -7.128147 2.344782 0.34 0.00 0.41
O 1.551713 -6.543208 -0.118140 0.19 0.04 0.18
C 2.436574 -6.576590 -1.247826 -0.14 -0.03 -0.03
O 2.089973 -4.959890 1.639868 1.79 -0.14 0.42
C 2.183057 -3.987501 0.587929 0.22 0.30 -0.07
H 3.921155 -9.348824 0.602415 0.02 0.08 -0.02
H 2.909623 -9.304722 2.065782 -0.10 0.07 0.02
H 2.175212 -9.040866 0.463418 -0.04 0.05 0.03
H 2.400807 -7.561346 -1.709141 0.05 -0.01 -0.01
H 3.467890 -6.364201 -0.976519 0.03 -0.05 -0.04
H 2.099310 -5.833166 -1.969144 -0.05 -0.01 0.02
H 1.255902 -3.954202 0.022219 -0.04 -0.16 0.03
H 3.023865 -4.181932 -0.075357 -0.01 -0.07 0.00
H 2.332140 -3.021914 1.063187 -0.02 -0.06 0.12
C 5.170092 -7.050084 -5.985562 -0.14 0.21 -0.20
O 5.187230 -8.415237 -5.538589 -0.91 -2.09 0.11
P 5.454327 -8.614022 -3.974101 3.13 3.11 1.48
O 4.762294 -7.579966 -3.205105 -0.62 -0.20 -0.11
O 7.067867 -8.322518 -4.061815 -0.23 -0.10 0.00
C 7.858039 -8.778760 -5.159885 0.05 0.13 0.12
O 5.570632 -9.894254 -3.038532 -1.21 -0.85 -1.44
C 6.721105 -10.749336 -2.980692 -0.02 -0.26 -0.02
H 5.312734 -7.082665 -7.063243 0.00 -0.09 0.01
H 4.211839 -6.591333 -5.757320 0.01 -0.02 0.11
H 5.975678 -6.479704 -5.525975 -0.02 -0.03 0.08
H 8.136842 -7.929089 -5.784045 0.01 -0.01 -0.03
H 7.334103 -9.505399 -5.779297 0.00 0.00 -0.03
H 8.762211 -9.238591 -4.761427 0.01 0.04 0.02
H 7.527635 -10.240566 -2.459378 -0.01 0.10 -0.06
H 7.049134 -11.062565 -3.968959 0.01 0.01 -0.01
H 6.427231 -11.631064 -2.417352 -0.10 0.04 -0.01
C 4.255542 0.503520 0.406248 -0.20 0.02 -0.25
O 5.021558 -0.448805 1.171396 0.60 -2.11 0.49
P 4.983614 -0.219596 2.752837 0.00 4.53 0.92
O 3.639233 0.198413 3.158197 -0.24 -0.89 0.03
O 6.028132 1.043823 2.752250 -0.10 -0.23 0.00
C 7.162511 1.081976 1.886335 -0.07 0.15 0.07
O 5.637186 -0.971983 3.992215 -0.02 -1.61 -1.29
C 7.012687 -0.843912 4.379041 0.15 -0.21 0.05
H 4.628409 0.438501 -0.613285 0.06 -0.07 0.04
H 3.199727 0.246053 0.429331 -0.01 0.02 0.12
H 4.399370 1.512596 0.787968 -0.02 -0.02 0.09
H 6.992309 1.816261 1.098361 0.02 0.00 -0.02
H 7.367413 0.118009 1.422388 0.00 0.00 -0.03
H 8.029247 1.384901 2.473485 -0.02 0.04 0.01
H 7.175458 0.131995 4.828755 -0.05 0.06 -0.09
H 7.689404 -0.990443 3.540532 0.00 0.02 -0.01
H 7.203224 -1.617982 5.117714 -0.10 -0.04 -0.03
C -9.764541 2.501167 -0.461212 0.08 -0.21 0.22
O -9.739037 2.788201 -1.869551 0.69 -0.46 -2.12
P -9.418859 4.308115 -2.247465 -2.04 2.87 3.05
O -8.398455 4.851150 -1.351553 0.53 -0.31 -0.21
O -10.914522 4.873013 -1.869561 0.21 -0.10 -0.11
C -12.096177 4.121471 -2.145701 0.01 0.14 0.13
O -9.296152 5.087541 -3.628153 0.49 -1.88 -0.71
C -10.416232 5.494786 -4.425683 -0.01 -0.05 -0.26
H -10.302234 1.562023 -0.353928 0.00 0.00 -0.09
H -8.752730 2.388583 -0.081781 0.03 0.11 -0.03
H -10.283484 3.286087 0.086456 0.04 0.06 -0.04
H -12.508493 3.737516 -1.211969 -0.02 -0.02 0.00
H -11.911196 3.280912 -2.813179 -0.01 -0.03 0.01
H -12.824142 4.788128 -2.607840 0.00 0.02 0.04
H -10.919963 6.330900 -3.947793 -0.01 -0.05 0.11
H -11.116486 4.680345 -4.595667 -0.01 -0.01 0.02
H -10.017288 5.814644 -5.384733 0.10 -0.04 0.04